{
  "formula": "C5H7BrIN2S",
  "method": "ωB97M-V/def2-TZVPD",
  "fmax_ha_per_bohr": 0.02127,
  "gap_ev": 8.2,
  "total_charge": 1,
  "de_lowest_kj_mol": 0.0,
  "e_tot_ha": -3573.76883,
  "species": ["C", "C", "C", "C", "C", "N", "N", "S", "Br", "I", "H", "H", "H", "H", "H", "H", "H"],
  "positions_angstrom": [[0.964349, 0.244374, 0.576777], [1.914468, -1.982113, 0.209010], [1.614519, -0.940393, 1.261024], [-2.229377, 0.806759, -1.132159], [0.236360, -0.155930, -0.642674], [1.091248, 1.401130, 1.043633], [-2.585889, 2.048201, -1.338140], [0.719964, -1.630021, -1.157180], [0.283402, -1.631908, 2.569051], [-2.573731, -0.140398, 0.660325], [2.915802, -1.863474, -0.206906], [1.770468, -3.009304, 0.535429], [2.480102, -0.635647, 1.846171], [-1.817222, 0.224519, -1.941392], [0.628315, 2.158129, 0.551422], [-2.429449, 2.490376, -2.238039], [-2.983329, 2.615699, -0.596352]],
  "forces_ev_per_angstrom": [[-0.025, -0.454, 0.105], [0.017, -0.290, -0.117], [-0.168, -0.157, 0.411], [-0.482, 0.629, 0.278], [-0.240, 0.131, -1.059], [0.465, 0.491, 0.558], [0.492, -0.940, 0.190], [0.072, 0.591, 0.613], [0.471, 0.072, -0.294], [-0.308, 0.267, -0.332], [0.024, -0.019, 0.073], [0.095, 0.027, 0.043], [-0.124, -0.086, -0.034], [-0.121, 0.089, -0.056], [-0.206, -0.216, -0.362], [-0.011, -0.057, 0.060], [0.049, -0.078, -0.077]]
}

---

{
  "formula": "C5H7BrN4O2",
  "method": "ωB97M-V/def2-TZVPD",
  "fmax_ha_per_bohr": 0.08475,
  "smiles": "CNc1c([N+](=O)[O-])c(Br)nn1C",
  "gap_ev": 9.0,
  "total_charge": 0,
  "de_lowest_kj_mol": 27.8,
  "e_tot_ha": -3138.10489,
  "species": ["C", "C", "C", "C", "C", "N", "N", "N", "N", "O", "O", "Br", "H", "H", "H", "H", "H", "H", "H"],
  "positions_angstrom": [[1.484421, -0.748702, 0.127161], [2.111357, 0.110097, 1.041371], [0.170191, -0.226718, -0.057226], [-0.977322, 1.654809, 1.134504], [-2.072941, -0.068666, -1.198862], [1.267560, 1.050762, 1.378834], [0.120165, 0.889980, 0.657160], [-0.788424, -0.786466, -0.854228], [1.981555, -1.803661, -0.646936], [3.191975, -1.912903, -0.683347], [1.165748, -2.556495, -1.194546], [3.836397, 0.036938, 1.729718], [-1.690098, 1.626139, 0.284991], [-1.309263, 1.308462, 2.047351], [-0.598116, 2.767947, 1.337020], [-1.893318, 0.965031, -1.408151], [-2.503751, -0.580127, -1.974359], [-2.794966, -0.058767, -0.397027], [-0.701171, -1.667657, -1.323427]],
  "forces_ev_per_angstrom": [[-1.396, 0.162, -0.603], [-0.731, 0.495, -0.212], [0.512, -2.389, -1.449], [0.543, 3.574, -2.433], [2.121, -0.031, 2.343], [1.217, 0.596, 0.648], [1.147, -0.387, 0.826], [-2.209, 2.235, 0.253], [0.051, -0.136, 0.575], [0.053, -0.533, -0.444], [0.647, 0.160, -0.088], [-0.151, 0.054, 0.064], [-0.027, 0.536, 1.435], [-1.099, -0.969, 1.783], [-0.819, -2.423, -0.719], [0.239, 0.458, -0.796], [-0.912, -1.000, -2.157], [-0.146, -0.315, 0.570], [0.958, -0.086, 0.405]]
}

---

{
  "formula": "C5H7BrNO",
  "method": "ωB97M-V/def2-TZVPD",
  "spin_multiplicity": 3,
  "fmax_ha_per_bohr": 0.09310,
  "gap_ev": [7.6, 6.9],
  "s_squared": 2.02,
  "total_charge": 1,
  "de_lowest_kj_mol": 52.6,
  "e_tot_ha": -2898.21016,
  "species": ["C", "C", "C", "C", "C", "N", "O", "Br", "H", "H", "H", "H", "H", "H", "H"],
  "positions_angstrom": [[0.220530, -1.380347, -1.586759], [-0.917321, -1.579082, -0.630746], [1.170016, -0.545554, -1.485263], [-1.196303, -1.023839, 0.549669], [-0.088514, 1.012935, 0.293588], [0.791810, 1.841267, 1.283616], [-0.556519, -0.011405, 1.096952], [-1.456619, 1.809415, -0.781637], [0.479338, -2.290287, -2.197717], [-1.549105, -2.503137, -0.733436], [2.042348, 0.102278, -1.778060], [-1.990036, -1.518883, 1.291896], [0.446767, 2.736949, 1.759918], [1.646466, 2.130777, 0.935153], [0.957141, 1.218912, 1.982825]],
  "forces_ev_per_angstrom": [[-1.122, -3.016, 0.521], [-0.681, -1.649, -0.169], [2.964, 3.433, -0.498], [-2.637, -3.094, 0.396], [-1.326, -0.059, 1.641], [-3.797, 2.670, -1.174], [2.226, 3.399, 0.360], [1.089, 0.186, 0.517], [-0.830, 0.621, 0.157], [0.750, 1.078, -0.515], [-1.304, -1.419, 0.232], [1.947, 1.366, -1.820], [-0.393, -1.365, -0.904], [2.359, 0.369, -1.665], [0.754, -2.521, 2.920]]
}

---

{
  "formula": "C5H7Cl",
  "method": "ωB97M-V/def2-TZVPD",
  "fmax_ha_per_bohr": 0.07674,
  "gap_ev": 8.3,
  "total_charge": 0,
  "de_lowest_kj_mol": 538.5,
  "e_tot_ha": -654.68542,
  "species": ["C", "C", "C", "C", "C", "Cl", "H", "H", "H", "H", "H", "H", "H"],
  "positions_angstrom": [[2.268433, -2.372128, -0.242191], [1.255499, -1.725464, -0.219362], [-0.487250, 0.368744, -1.253626], [-0.895738, 0.565522, 1.366324], [-0.785603, -0.339521, 0.073468], [-1.906470, -1.653053, 0.083351], [2.930812, -3.133829, -0.516880], [0.429685, 0.903382, -1.258198], [-0.296369, -0.373002, -2.000233], [-1.491654, 0.905443, -1.497799], [0.176882, 0.674504, 1.724048], [-1.410005, 1.514866, 1.258968], [-1.439434, -0.034391, 2.088149]],
  "forces_ev_per_angstrom": [[-0.008, -0.487, -0.399], [-2.820, 2.508, 1.155], [-2.809, -1.082, 0.513], [2.079, -2.280, -0.407], [1.582, 0.494, -0.196], [0.282, 0.552, -0.293], [0.867, -0.420, 0.050], [0.342, 1.164, 0.571], [-0.363, -0.571, -0.507], [1.963, -0.307, 0.206], [-1.375, 0.247, -0.322], [0.170, 0.083, -0.655], [0.091, 0.099, 0.285]]
}

---

{
  "formula": "C5H7Cl",
  "method": "ωB97M-V/def2-TZVPD",
  "fmax_ha_per_bohr": 0.11513,
  "smiles": "C=C=C.C=CCl",
  "gap_ev": 10.4,
  "total_charge": 0,
  "de_lowest_kj_mol": 308.3,
  "e_tot_ha": -654.77309,
  "species": ["C", "C", "C", "C", "C", "Cl", "H", "H", "H", "H", "H", "H", "H"],
  "positions_angstrom": [[0.534430, -0.371593, -1.614709], [1.077592, -0.829971, 2.291821], [-0.456367, 0.459060, -1.824285], [-0.181325, -0.637778, 1.878575], [-1.152267, 1.496937, -2.125625], [-1.260757, 0.130308, 2.911887], [1.632597, -0.196489, -1.732361], [0.189933, -1.361697, -1.309781], [1.184945, -0.581195, 3.434625], [1.831571, -1.260068, 1.767401], [-1.724315, 1.999660, -1.326930], [-1.401913, 1.843303, -3.156887], [-0.274124, -0.690476, 0.806269]],
  "forces_ev_per_angstrom": [[-0.413, -0.860, 0.175], [-3.226, 1.428, 4.754], [2.468, 0.130, -0.413], [3.272, 0.069, -0.870], [-2.189, 1.311, -0.391], [-1.281, 0.320, 0.247], [-1.296, 0.249, 0.423], [0.574, -0.201, -0.401], [0.499, -0.659, -2.322], [2.016, -1.034, -1.632], [0.671, 0.087, -0.346], [0.210, -0.743, 0.849], [-1.306, -0.099, -0.073]]
}

---

{
  "formula": "C5H7ClFN",
  "method": "ωB97M-V/def2-TZVPD",
  "fmax_ha_per_bohr": 0.10403,
  "smiles": "F[C@]1(Cl)CC[C@@H]2N[C@@H]21",
  "gap_ev": 10.8,
  "total_charge": 0,
  "de_lowest_kj_mol": 210.7,
  "e_tot_ha": -809.44484,
  "species": ["C", "C", "C", "C", "C", "H", "H", "H", "H", "H", "H", "H", "N", "F", "Cl"],
  "positions_angstrom": [[0.463712, -0.278834, 0.267421], [-0.050330, 0.828689, 1.171070], [-1.174641, 1.426004, 0.328582], [-1.603513, 0.322825, -0.687247], [-0.623137, -0.649249, -0.806250], [-0.266084, 0.475890, 2.194176], [0.615699, 1.729573, 1.420694], [-0.866840, 2.475665, -0.107647], [-2.278003, 1.784994, 0.658593], [-1.979764, 0.597006, -1.720388], [-2.524441, -1.564644, -0.453990], [-0.320257, -1.320595, -1.692032], [-1.798938, -1.042987, -0.034412], [0.805934, -1.430023, 0.991815], [1.816841, 0.358624, -0.625077]],
  "forces_ev_per_angstrom": [[-0.101, -1.533, -0.109], [-0.404, 1.756, 1.489], [-3.997, 2.446, -1.281], [-1.100, 2.381, -1.540], [3.287, -4.122, 0.907], [-0.551, -0.372, -0.740], [-0.173, -1.781, -0.832], [-0.142, -2.412, 0.062], [2.663, -1.003, 0.771], [-0.607, -0.172, 1.721], [-0.454, -0.696, -1.098], [-0.299, 1.649, 1.333], [0.462, 2.809, 0.462], [0.194, 1.099, -0.588], [1.221, -0.049, -0.556]]
}